9
Properties=species:S:1:pos:R:3:lowdin_charge:R:1 method="wB97M-V/def2-TZVPD" relative_energy_kj_mol=11.7 energy_ha=-229.2805 spin_multiplicity=2 charge=-1 s_squared=0.750 fmax_ev_per_a=1.5 homo_energy_ev="0.86 / -6.88"
O -1.08 -0.36 2.08 -0.41
H -1.78 -0.90 2.46 -0.08
H -0.98 0.36 2.71 -0.10
O 0.85 -0.78 -2.59 -0.14
H 0.89 0.04 -3.08 0.01
H 0.77 -0.51 -1.68 -0.04
O 0.64 0.51 -0.24 -0.22
H 0.43 0.25 0.66 -0.02
H 0.27 1.39 -0.32 0.00

---

20
Properties=species:S:1:pos:R:3:lowdin_charge:R:1 method="wB97M-V/def2-TZVPD" relative_energy_kj_mol=890.5 energy_ha=-478.0336 fmax_ev_per_a=19.0 homo_energy_ev=-9.20
C 1.71 0.05 0.43 -0.16
C 1.09 -0.74 1.57 -0.05
C -0.14 -1.31 1.14 -0.38
C -0.68 -0.57 -0.04 -0.06
C -1.85 -0.45 -0.69 -0.09
C -2.11 0.44 -1.62 -0.13
C -1.12 1.29 -2.00 -0.05
C 0.18 1.41 -1.30 -0.06
C 0.36 0.44 -0.44 -0.07
H 3.17 1.35 0.44 -0.11
H 2.30 1.55 1.99 0.21
H 2.36 -0.13 -0.09 0.00
H 0.85 -0.39 2.35 0.03
H 1.91 -1.43 1.88 0.17
H -2.50 -0.97 -0.05 0.12
H -3.15 0.33 -2.06 0.14
H -1.10 2.44 -2.80 0.20
H 0.94 1.98 -1.67 0.07
N 2.39 1.40 0.75 0.09
O -0.76 -2.25 1.55 0.13

---

106
Properties=species:S:1:pos:R:3:lowdin_charge:R:1 method="wB97M-V/def2-TZVPD" relative_energy_kj_mol=175.8 energy_ha=-2213.6903 smiles="NC(N)=O.NC(N)=O.NC(N)=O.NC(N)=O.NC(N)=O.CC(C)O.CC(C)O.CC(C)O.CC(C)O.CCO.CCO" fmax_ev_per_a=8.3 homo_energy_ev=-9.42
N -0.95 -18.44 -16.90 0.15
C -0.31 -18.86 -15.86 -0.82
N 0.52 -19.69 -16.32 0.16
O -0.66 -18.69 -14.71 0.03
H -0.75 -18.87 -17.79 0.11
H -1.80 -17.92 -16.74 0.12
H 1.17 -20.12 -15.68 0.13
H 0.47 -20.00 -17.28 0.12
N -0.98 -18.49 -9.43 0.15
C -2.19 -18.00 -9.39 -0.77
N -2.61 -17.61 -10.59 0.16
O -2.88 -17.91 -8.38 0.01
H -0.71 -18.95 -10.29 0.11
H -0.64 -18.89 -8.57 0.12
H -2.04 -17.76 -11.41 0.11
H -3.59 -17.38 -10.64 0.11
N -7.59 -21.42 -17.49 0.16
C -6.91 -20.61 -18.18 -0.80
N -6.43 -19.70 -17.36 0.14
O -6.58 -20.64 -19.36 0.03
H -7.49 -21.49 -16.48 0.12
H -7.88 -22.27 -17.94 0.13
H -6.06 -18.85 -17.76 0.11
H -6.65 -19.73 -16.37 0.10
N -6.09 -13.89 -12.35 0.16
C -4.98 -13.43 -12.87 -0.77
N -4.66 -14.22 -13.88 0.14
O -4.32 -12.45 -12.57 0.02
H -6.66 -13.21 -11.86 0.12
H -6.44 -14.66 -12.90 0.10
H -5.18 -15.08 -13.97 0.10
H -3.86 -14.05 -14.47 0.12
N -9.73 -18.89 -12.59 0.17
C -9.21 -18.09 -13.45 -0.85
N -10.09 -17.66 -14.28 0.17
O -8.03 -17.95 -13.62 0.03
H -9.14 -19.41 -11.96 0.13
H -10.73 -18.97 -12.49 0.11
H -11.04 -17.95 -14.12 0.11
H -9.85 -17.03 -15.03 0.13
C -0.41 -6.15 -11.48 -0.05
C -1.62 -7.02 -11.68 -0.51
C -2.19 -6.99 -13.07 -0.07
O -1.27 -8.35 -11.31 -0.05
H 0.43 -6.46 -12.11 0.09
H -0.05 -6.08 -10.45 0.08
H -0.75 -5.16 -11.77 0.08
H -2.49 -6.66 -11.12 0.13
H -2.90 -7.79 -13.28 0.08
H -1.47 -7.02 -13.89 0.08
H -2.73 -6.04 -13.16 0.08
H -1.89 -9.01 -11.63 0.08
C -8.86 -15.67 -6.56 -0.05
C -9.62 -15.41 -5.18 -0.47
C -9.80 -16.78 -4.51 -0.07
O -8.86 -14.59 -4.35 -0.06
H -8.81 -14.71 -7.07 0.07
H -9.46 -16.36 -7.16 0.06
H -7.89 -16.14 -6.43 0.08
H -10.55 -14.85 -5.32 0.13
H -10.13 -17.47 -5.29 0.07
H -10.49 -16.78 -3.67 0.07
H -8.89 -17.21 -4.08 0.08
H -8.32 -13.96 -4.83 0.08
C -2.74 -10.71 -18.04 -0.06
C -2.67 -9.25 -18.49 -0.53
C -1.24 -8.81 -18.63 -0.07
O -3.28 -9.31 -19.74 -0.05
H -3.79 -10.97 -17.93 0.08
H -2.32 -10.65 -17.04 0.07
H -2.13 -11.45 -18.55 0.08
H -3.18 -8.62 -17.76 0.14
H -1.17 -7.77 -18.96 0.07
H -0.62 -9.36 -19.34 0.09
H -0.79 -8.74 -17.64 0.08
H -3.31 -8.45 -20.15 0.09
C -8.12 -8.63 -11.39 -0.05
C -7.50 -8.87 -10.02 -0.51
C -7.44 -7.74 -9.03 -0.07
O -8.22 -9.93 -9.40 -0.06
H -7.77 -7.75 -11.94 0.08
H -9.20 -8.53 -11.31 0.07
H -8.01 -9.54 -11.99 0.07
H -6.44 -9.13 -10.09 0.13
H -7.09 -8.05 -8.05 0.08
H -8.44 -7.36 -8.86 0.08
H -6.74 -6.97 -9.37 0.08
H -9.03 -9.49 -9.12 0.08
C -12.55 -12.55 -11.97 -0.10
C -13.85 -13.29 -12.08 -0.34
O -14.92 -12.42 -11.83 -0.08
H -12.21 -12.21 -10.99 0.07
H -12.47 -11.74 -12.69 0.08
H -11.71 -13.16 -12.33 0.06
H -13.96 -14.13 -11.39 0.11
H -13.99 -13.70 -13.08 0.11
H -14.92 -12.34 -10.88 0.08
C -3.66 -11.89 -6.83 -0.10
C -4.40 -11.32 -5.63 -0.30
O -5.74 -11.66 -5.94 -0.10
H -2.61 -11.64 -6.74 0.07
H -3.98 -11.58 -7.83 0.08
H -3.63 -12.98 -6.86 0.08
H -4.21 -10.26 -5.48 0.10
H -4.14 -11.77 -4.67 0.11
H -5.83 -11.68 -6.89 0.06

---

77
Properties=species:S:1:pos:R:3:lowdin_charge:R:1 method="wB97M-V/def2-TZVPD" energy_ha=-2813.1816 spin_multiplicity=3 s_squared=2.008 fmax_ev_per_a=0.4 homo_energy_ev="-6.01 / -7.38"
Au 0.04 0.61 -1.64 0.84
C 1.92 1.11 1.66 -0.22
Si 2.37 -0.67 1.23 0.71
C 2.72 -1.64 2.80 -0.23
C 3.84 -0.71 0.07 -0.32
C 5.02 -1.31 0.52 -0.11
C 6.17 -1.33 -0.26 -0.09
C 6.15 -0.74 -1.51 -0.09
C 4.98 -0.15 -1.97 -0.12
C 3.80 -0.13 -1.21 -0.29
Si 2.39 0.83 -2.06 0.47
C 2.47 0.37 -3.89 -0.22
C 2.89 2.63 -1.82 -0.21
H 2.82 1.68 1.91 0.04
H 1.25 1.12 2.52 0.00
H 1.44 1.60 0.82 -0.02
H 3.57 -1.26 3.37 0.03
H 2.90 -2.69 2.58 0.02
H 1.84 -1.58 3.45 -0.01
H 5.05 -1.77 1.50 0.08
H 7.07 -1.80 0.11 0.10
H 7.03 -0.74 -2.14 0.10
H 4.99 0.30 -2.96 0.09
H 3.39 0.73 -4.36 0.02
H 1.63 0.81 -4.44 0.01
H 2.43 -0.71 -4.01 0.03
H 3.79 2.83 -2.42 0.03
H 3.15 2.81 -0.78 0.02
H 2.10 3.31 -2.12 0.01
O -0.11 2.51 -2.78 -0.23
C -0.62 2.50 -3.98 -0.40
C 0.04 3.18 -5.03 -0.02
C -0.48 3.23 -6.30 -0.09
C -1.68 2.60 -6.61 -0.11
C -2.35 1.92 -5.62 -0.06
C -1.85 1.87 -4.31 -0.10
C -2.63 1.18 -3.29 -0.27
N -2.19 0.49 -2.25 0.02
C -3.30 -0.03 -1.62 -0.13
C -4.43 0.35 -2.27 -0.08
N -3.99 1.12 -3.32 0.11
H 0.98 3.67 -4.78 0.11
H 0.07 3.77 -7.07 0.10
H -2.07 2.62 -7.62 0.09
H -3.26 1.39 -5.86 0.10
H -3.22 -0.68 -0.77 0.08
H -5.47 0.15 -2.10 0.11
H -4.55 1.60 -4.00 0.15
C -2.47 -2.32 6.82 -0.11
C -1.36 -1.42 6.30 -0.29
S -1.26 -1.34 4.53 0.66
O -1.30 -2.69 4.02 -0.29
O -0.17 -0.46 4.19 -0.32
C -2.77 -0.51 4.03 -0.19
C -3.32 -1.00 2.68 -0.12
N -2.29 -1.18 1.66 0.04
C -1.53 -0.19 1.13 -0.36
N -0.65 -0.66 0.27 0.00
C -0.84 -2.01 0.20 -0.04
C -1.85 -2.35 1.04 -0.15
N -2.36 -3.67 1.27 -0.34
O -1.73 -4.57 0.76 0.11
O -3.37 -3.81 1.93 0.07
C -1.65 1.25 1.50 0.01
H -2.27 -2.60 7.85 0.08
H -2.53 -3.24 6.22 0.08
H -3.44 -1.82 6.79 0.07
H -0.37 -1.80 6.57 0.11
H -1.43 -0.39 6.66 0.11
H -2.53 0.56 4.01 0.09
H -3.53 -0.68 4.80 0.10
H -4.03 -0.27 2.31 0.13
H -3.82 -1.95 2.80 0.11
H -0.25 -2.66 -0.42 0.13
H -2.69 1.56 1.54 0.09
H -1.13 1.84 0.74 0.08
H -1.17 1.44 2.46 0.08

---

16
Properties=species:S:1:pos:R:3:lowdin_charge:R:1 method="wB97M-V/def2-TZVPD" relative_energy_kj_mol=0.0 energy_ha=-563.4238 smiles="N#Cc1ncn2ccc(=O)[nH]c12" fmax_ev_per_a=1.0 homo_energy_ev=-9.10
N -3.29 -1.94 -0.02 0.15
C -2.56 -1.05 -0.01 -0.16
C -1.64 0.05 0.00 -0.24
N -2.02 1.38 0.05 0.12
C -0.91 2.07 0.02 -0.12
N 0.21 1.25 -0.02 0.01
C 1.56 1.51 -0.04 -0.02
C 2.46 0.51 0.00 0.04
C 2.03 -0.90 0.02 -0.44
O 2.79 -1.85 0.03 0.08
N 0.63 -1.06 -0.01 0.20
C -0.27 -0.03 -0.02 -0.19
H -0.85 3.16 0.06 0.13
H 1.84 2.57 -0.09 0.14
H 3.53 0.70 -0.06 0.13
H 0.29 -2.00 0.03 0.16

---

12
Properties=species:S:1:pos:R:3:lowdin_charge:R:1 method="wB97M-V/def2-TZVPD" relative_energy_kj_mol=624.1 energy_ha=-571.2012 fmax_ev_per_a=8.0 homo_energy_ev=-9.01
C -0.04 0.07 0.70 -0.54
C 0.93 -0.98 -0.03 -0.44
C 0.94 1.15 -0.19 -0.15
H -2.64 0.07 1.51 0.09
H -0.07 0.15 1.80 0.08
H 0.50 -1.11 -1.13 0.10
H 1.37 -2.07 0.44 0.16
H 2.66 -0.52 -0.80 0.20
H 0.37 1.36 -1.21 0.11
H 1.43 1.90 0.57 0.12
N 1.88 -0.05 0.01 -0.19
S -1.74 -0.05 -0.26 0.47

---

12
Properties=species:S:1:pos:R:3:lowdin_charge:R:1 method="wB97M-V/def2-TZVPD" relative_energy_kj_mol=347.9 energy_ha=-269.2137 smiles="OC=C=C1CC1" fmax_ev_per_a=0.9 homo_energy_ev=-8.52
O 1.18 1.75 -1.06 -0.03
C 1.89 0.84 -0.29 -0.22
C 1.15 -0.11 0.24 0.05
C -0.11 -0.43 0.22 -0.25
C -1.14 -1.30 -0.34 -0.08
C -1.38 -0.48 0.93 -0.08
H 1.36 2.63 -0.72 0.09
H 2.96 0.99 -0.23 0.10
H -1.65 -0.99 -1.25 0.11
H -0.89 -2.35 -0.26 0.11
H -2.06 0.38 0.85 0.11
H -1.31 -0.94 1.91 0.10

---

64
Properties=species:S:1:pos:R:3:lowdin_charge:R:1 method="wB97M-V/def2-TZVPD" relative_energy_kj_mol=24.8 energy_ha=-1613.0801 charge=+4 fmax_ev_per_a=0.9 homo_energy_ev=-19.67
Hf -0.21 -0.48 0.31 1.84
C -0.45 -0.97 4.69 0.03
C -0.46 0.34 5.16 0.06
C -0.48 1.40 4.26 0.06
C -0.48 1.15 2.91 -0.17
N -0.44 -0.13 2.45 -0.06
C -0.44 -1.16 3.33 -0.07
C -0.57 2.22 1.87 -0.19
C -0.68 3.56 2.18 0.06
C -0.80 4.49 1.15 0.05
C -0.83 4.05 -0.16 0.02
C -0.70 2.70 -0.40 -0.09
N -0.57 1.79 0.58 -0.04
H -0.46 -1.82 5.36 0.15
H -0.47 0.54 6.23 0.15
H -0.51 2.41 4.64 0.14
H -0.43 -2.16 2.91 0.13
H -0.68 3.90 3.21 0.13
H -0.90 5.54 1.39 0.15
H -0.94 4.75 -0.99 0.14
H -0.73 2.32 -1.42 0.12
C 2.79 -0.44 1.29 0.04
O 1.91 0.24 0.31 -0.29
C 2.61 1.10 -0.58 -0.20
C 3.57 1.96 -0.12 0.03
C 4.25 2.78 -1.02 0.01
C 3.94 2.74 -2.38 0.00
C 2.97 1.87 -2.84 0.03
C 2.31 1.04 -1.94 -0.18
N 1.25 0.19 -2.41 0.15
C 1.11 -1.10 -2.16 -0.02
C 2.06 -1.96 -1.54 -0.17
C 3.37 -2.12 -2.02 0.04
C 4.10 -3.20 -1.58 0.00
C 3.55 -4.08 -0.63 0.04
C 2.29 -3.88 -0.08 0.04
C 1.56 -2.80 -0.52 -0.30
O 0.41 -2.36 0.09 -0.22
H 2.25 -1.31 1.67 0.09
H 3.01 0.24 2.10 0.12
H 3.69 -0.76 0.78 0.13
H 3.81 2.02 0.94 0.14
H 5.01 3.46 -0.66 0.14
H 4.47 3.38 -3.07 0.14
H 2.72 1.83 -3.90 0.14
H 0.63 0.60 -3.10 0.19
H 0.14 -1.51 -2.45 0.17
H 3.76 -1.47 -2.80 0.14
H 5.09 -3.39 -1.97 0.14
H 4.13 -4.93 -0.30 0.14
H 1.90 -4.54 0.70 0.15
N -2.18 -0.78 -0.42 0.05
C -3.29 -0.95 -0.77 -0.04
C -4.59 -1.18 -1.19 -0.20
C -4.89 -2.43 -1.78 0.02
C -6.18 -2.68 -2.18 0.00
C -7.16 -1.69 -2.01 0.04
C -6.86 -0.46 -1.42 -0.01
C -5.58 -0.19 -1.01 0.02
H -4.12 -3.18 -1.90 0.13
H -6.44 -3.62 -2.64 0.14
H -8.17 -1.90 -2.33 0.14
H -7.64 0.28 -1.29 0.14
H -5.34 0.76 -0.55 0.13

---

14
Properties=species:S:1:pos:R:3:lowdin_charge:R:1 method="wB97M-V/def2-TZVPD" relative_energy_kj_mol=66.5 energy_ha=-245.8463 smiles="[H]/N=C/N.CN" fmax_ev_per_a=1.1 homo_energy_ev=-8.94
H -0.63 1.01 3.82 0.02
N -1.30 0.83 3.08 0.04
C -0.68 0.35 2.07 -0.41
N -1.33 -0.06 0.95 0.08
H 0.40 0.21 2.06 0.11
H -2.31 -0.22 1.11 0.09
H -0.84 -0.27 0.10 0.04
C 1.00 -0.83 -1.77 -0.20
N 0.67 0.58 -1.89 -0.07
H 1.17 -1.09 -0.73 0.06
H 1.87 -1.14 -2.36 0.06
H 0.14 -1.40 -2.11 0.07
H 1.36 1.19 -1.48 0.06
H 0.48 0.86 -2.84 0.06

---

85
Properties=species:S:1:pos:R:3:lowdin_charge:R:1 method="wB97M-V/def2-TZVPD" relative_energy_kj_mol=33.3 energy_ha=-1871.8832 smiles=c1cc[nH]c1.c1cc[nH]c1.c1cc[nH]c1.c1ccncc1.c1ccncc1.c1ccncc1.c1ccncc1.c1ccncc1 fmax_ev_per_a=1.7 homo_energy_ev=-8.04
C -5.18 1.20 -4.48 -0.13
C -6.16 0.21 -4.25 -0.13
C -6.33 0.10 -2.90 -0.15
N -5.45 0.95 -2.28 0.02
C -4.76 1.63 -3.24 -0.15
H -4.88 1.57 -5.45 0.09
H -6.58 -0.36 -5.06 0.09
H -6.93 -0.56 -2.30 0.10
H -5.36 1.13 -1.28 0.08
H -4.04 2.38 -2.93 0.10
C 5.42 -2.12 1.38 -0.12
C 4.35 -1.87 2.28 -0.11
C 3.92 -0.60 1.99 -0.15
N 4.69 -0.08 1.00 0.01
C 5.64 -1.00 0.61 -0.13
H 6.03 -3.01 1.30 0.09
H 3.85 -2.61 2.87 0.08
H 3.12 -0.03 2.44 0.09
H 4.63 0.85 0.63 0.14
H 6.29 -0.88 -0.23 0.10
C -0.69 -2.33 2.24 -0.12
C -1.89 -2.32 2.99 -0.10
C -1.53 -2.71 4.26 -0.15
N -0.21 -3.03 4.29 0.01
C 0.31 -2.82 3.03 -0.12
H -0.56 -2.03 1.21 0.09
H -2.91 -2.11 2.74 0.07
H -2.15 -2.80 5.15 0.10
H 0.26 -3.24 5.15 0.14
H 1.35 -2.97 2.79 0.09
C 4.28 5.12 5.01 -0.09
C 5.29 4.33 5.49 -0.07
C 5.20 2.95 5.28 -0.15
N 4.14 2.40 4.69 0.05
C 3.17 3.19 4.26 -0.16
C 3.19 4.58 4.34 -0.06
H 4.36 6.19 5.17 0.10
H 6.19 4.77 5.91 0.10
H 5.96 2.26 5.61 0.10
H 2.29 2.73 3.82 0.09
H 2.40 5.17 3.90 0.10
C -4.51 0.51 3.32 -0.07
C -5.01 -0.42 2.42 -0.08
C -5.24 -0.10 1.09 -0.12
N -5.04 1.16 0.66 0.03
C -4.57 2.06 1.51 -0.15
C -4.29 1.80 2.84 -0.07
H -4.28 0.21 4.33 0.11
H -5.21 -1.45 2.71 0.10
H -5.55 -0.84 0.37 0.11
H -4.48 3.09 1.19 0.11
H -3.90 2.52 3.55 0.11
C 4.48 -1.49 -2.77 -0.09
C 5.50 -1.10 -3.65 -0.08
C 5.48 0.20 -4.13 -0.17
N 4.69 1.15 -3.65 0.05
C 3.72 0.80 -2.82 -0.15
C 3.61 -0.52 -2.32 -0.08
H 4.39 -2.49 -2.38 0.11
H 6.15 -1.86 -4.07 0.10
H 6.22 0.48 -4.87 0.10
H 2.94 1.48 -2.49 0.09
H 2.80 -0.74 -1.64 0.08
C -2.21 -2.43 -6.35 -0.08
C -2.58 -1.36 -5.56 -0.06
C -2.62 -1.57 -4.18 -0.15
N -2.23 -2.69 -3.57 0.06
C -1.77 -3.68 -4.34 -0.15
C -1.78 -3.60 -5.72 -0.09
H -2.11 -2.36 -7.42 0.10
H -2.93 -0.43 -5.98 0.09
H -3.02 -0.79 -3.53 0.08
H -1.52 -4.59 -3.81 0.10
H -1.53 -4.40 -6.39 0.10
C -1.11 0.79 0.95 -0.09
C 0.25 0.94 1.13 -0.07
C 1.04 0.98 -0.02 -0.15
N 0.57 0.90 -1.26 0.07
C -0.76 0.80 -1.40 -0.13
C -1.63 0.77 -0.33 -0.06
H -1.78 0.67 1.80 0.09
H 0.69 0.91 2.12 0.09
H 2.11 1.04 0.15 0.08
H -1.02 0.71 -2.45 0.10
H -2.70 0.70 -0.48 0.08

---

18
Properties=species:S:1:pos:R:3:lowdin_charge:R:1 method="wB97M-V/def2-TZVPD" relative_energy_kj_mol=98.8 energy_ha=-347.6120 charge=-1 fmax_ev_per_a=4.4 homo_energy_ev=-3.69
C 2.51 -0.74 -0.13 -0.05
C 1.69 -2.10 -0.06 -0.79
O 1.18 -2.30 -1.20 -0.14
O 1.62 -2.84 0.94 -0.10
H 3.33 -0.83 0.59 0.04
H 1.82 0.04 0.16 0.02
H 2.93 -0.73 -1.14 0.05
C -0.96 0.76 0.19 -0.34
C -1.35 2.23 0.34 -0.12
C -1.81 -0.42 -0.25 -0.12
H -0.52 0.49 1.18 0.10
H 0.00 0.62 -0.35 0.08
H -0.94 2.80 -0.48 0.05
H -2.42 2.38 0.22 0.06
H -1.40 -1.44 -0.17 0.08
H -0.96 2.66 1.26 0.06
H -1.96 -0.37 -1.33 0.06
H -2.77 -0.22 0.23 0.06

---

21
Properties=species:S:1:pos:R:3:lowdin_charge:R:1 method="wB97M-V/def2-TZVPD" relative_energy_kj_mol=179.0 energy_ha=-1310.7824 smiles="C/C=C/S(=O)(=O)O[C@H]1N=CCS1" fmax_ev_per_a=3.6 homo_energy_ev=-9.17
C 0.06 3.21 -0.97 -0.08
C 0.12 1.96 -0.20 -0.15
C 1.26 1.24 -0.18 -0.13
S 1.54 -0.28 0.69 0.67
O 2.79 -0.17 1.36 -0.25
O 1.39 -1.41 -0.25 -0.32
O 0.35 -0.42 1.76 -0.22
C -0.82 -1.08 1.44 -0.66
N -1.38 -0.74 0.19 0.05
C -1.28 -1.64 -0.69 -0.17
C -0.71 -2.92 -0.27 -0.48
S -0.77 -2.94 1.50 0.95
H 1.09 3.61 -1.10 0.10
H -0.32 3.00 -1.92 0.07
H -0.57 3.99 -0.65 0.07
H -0.67 1.74 0.38 0.06
H 2.15 1.70 -0.59 0.10
H -1.44 -0.70 2.26 0.13
H -1.71 -1.29 -1.57 0.11
H -1.27 -3.85 -0.50 0.09
H 0.22 -3.01 -0.70 0.04